No. 1
{"formula": "C38H48AsBrN6NdO5S", "method": "ωB97M-V with the def2-TZVPD basis set", "total_charge": 1, "largest_force_ev_per_a": 3.41, "spin_multiplicity": 4, "relative_energy_kcal_mol": 0.0, "s_squared": 3.7546, "elements": ["Nd", "C", "N", "C", "C", "O", "C", "O", "C", "C", "O", "N", "C", "C", "H", "H", "H", "H", "H", "H", "H", "H", "H", "H", "H", "H", "H", "H", "H", "H", "S", "C", "C", "C", "C", "C", "C", "As", "C", "C", "C", "C", "C", "C", "C", "C", "C", "C", "C", "C", "H", "H", "H", "H", "H", "H", "H", "H", "H", "H", "H", "H", "H", "H", "N", "C", "C", "C", "C", "N", "C", "N", "N", "C", "O", "O", "H", "H", "H", "H", "H", "H", "H", "H", "H", "H", "H", "H", "H", "H", "Br", "C", "C", "C", "C", "C", "C", "H", "H", "H", "H"], "xyz": [[0.6388, 0.1780, 0.3245], [4.4554, 2.6770, -1.3194], [4.0651, 3.1005, 0.0241], [4.8585, 4.1684, 0.6356], [2.9504, 2.5898, 0.5657], [2.2869, 1.6857, -0.0280], [2.4987, 3.0891, 1.9174], [1.1735, 2.5883, 2.2649], [1.0713, 1.5441, 3.2617], [1.9044, -1.3170, 2.9829], [2.1471, -1.0543, 1.7721], [2.7643, -1.8846, 3.8170], [4.0935, -2.2400, 3.3182], [2.5289, -2.2751, 5.2196], [5.5446, 2.5218, -1.3037], [4.2664, 3.4723, -2.0612], [3.8888, 1.7683, -1.5907], [5.8343, 4.1816, 0.1117], [5.0200, 3.9811, 1.7015], [4.4286, 5.1553, 0.5036], [2.4008, 4.1760, 1.9077], [3.2598, 2.8871, 2.7246], [0.5636, 1.8983, 4.1585], [2.0835, 1.1321, 3.4924], [4.2731, -1.6592, 2.4006], [4.1553, -3.2983, 3.1067], [4.7901, -1.9732, 4.1351], [1.5778, -1.8350, 5.5249], [3.3613, -1.9007, 5.7932], [2.5128, -3.3595, 5.3032], [0.7751, -2.6235, -0.7811], [1.5337, -2.7227, -2.3541], [2.5447, -3.6613, -2.6215], [3.1011, -3.7669, -3.8892], [2.7219, -2.8457, -4.8780], [1.7321, -1.8526, -4.6316], [1.1202, -1.8156, -3.3666], [-0.3361, -0.5547, -2.7950], [-0.6237, 0.3930, -4.4940], [-1.8205, 0.2585, -5.1817], [-2.0469, 1.0515, -6.3094], [-1.1317, 2.0606, -6.6966], [0.0715, 2.1737, -5.9650], [0.3360, 1.3502, -4.8826], [-1.8985, -1.7646, -2.7455], [-1.9459, -2.9159, -3.5248], [-2.9212, -3.8724, -3.2734], [-3.8362, -3.7016, -2.2214], [-3.8324, -2.5106, -1.4912], [-2.8486, -1.5548, -1.7270], [2.8479, -4.3055, -1.7890], [3.8495, -4.5429, -4.1058], [3.2343, -2.8576, -5.8568], [1.3751, -1.1765, -5.4317], [-2.5716, -0.4501, -4.8260], [-2.9825, 0.8991, -6.8906], [-1.3376, 2.7379, -7.5290], [0.7554, 2.9508, -6.2666], [1.2545, 1.4296, -4.2900], [-1.2074, -3.0804, -4.3151], [-2.9669, -4.7429, -3.9422], [-4.5843, -4.5105, -2.0161], [-4.6044, -2.3308, -0.7436], [-2.7931, -0.6452, -1.1117], [-1.1676, -1.3057, 1.3960], [-0.5658, -1.9020, 2.6149], [-1.5461, -2.7564, 3.5057], [-3.0341, -2.3091, 3.6260], [-3.2667, -1.2310, 4.6896], [-2.6727, 0.0388, 4.2669], [-3.2013, 0.9120, 3.4176], [-2.6494, 2.1252, 3.2641], [-4.3185, 0.6087, 2.7150], [0.4136, -0.8396, 3.4852], [0.1120, -0.6556, 4.6947], [0.2981, 0.4846, 2.6626], [-1.9236, -0.6276, 1.5755], [-1.5237, -2.0363, 0.7857], [0.1450, -2.6389, 2.2039], [-1.0976, -2.8587, 4.5183], [-1.5154, -3.7660, 3.0691], [-3.6277, -3.1699, 3.9176], [-3.3856, -1.9823, 2.6377], [-2.7832, -1.4785, 5.6394], [-4.3288, -1.0915, 4.9386], [-1.6891, 0.1460, 4.5455], [-1.7850, 2.3332, 3.7691], [-2.9200, 2.7590, 2.5027], [-4.8739, -0.2198, 2.9390], [-4.7987, 1.3235, 2.1692], [-2.4318, 6.1397, -2.6627], [-2.0722, 4.5261, -1.6729], [-2.5426, 3.2920, -2.0779], [-2.0935, 2.1205, -1.4862], [-1.1459, 2.1610, -0.4857], [-0.6941, 3.3760, -0.0449], [-1.1462, 4.5729, -0.6233], [-3.2661, 3.2684, -2.8909], [-2.5316, 1.1942, -1.8459], [0.0353, 3.4755, 0.7599], [-0.7666, 5.5138, -0.2403]], "forces_ev_per_angstrom": [[-1.506, -0.967, -1.839], [0.226, -0.094, -0.377], [-1.049, -0.125, 0.246], [0.615, -0.270, -0.153], [0.367, -0.725, -1.042], [1.450, 1.631, 0.702], [-0.692, -0.158, 1.471], [1.197, -0.674, 0.611], [0.554, -0.761, -1.158], [-1.133, 1.134, 0.491], [0.414, -0.313, 1.132], [0.173, -0.268, -0.451], [0.051, 0.838, 0.144], [-0.748, 0.359, -0.766], [-0.420, -0.293, -0.105], [-0.146, -0.254, 0.360], [0.567, 0.540, 0.095], [-0.500, -0.070, 0.499], [0.039, 0.026, -0.215], [-0.315, 0.105, -0.056], [0.001, 0.017, -0.205], [-0.701, -0.144, -0.795], [0.131, 0.154, -0.070], [-0.580, 0.451, 0.096], [0.164, -0.355, 0.439], [0.061, -0.285, -0.059], [-0.053, -0.185, -0.653], [0.278, -0.173, 0.216], [0.147, 0.199, 0.357], [-0.041, -0.095, -0.059], [-0.058, 0.323, 0.798], [0.192, 0.661, -0.653], [-0.449, -0.049, 0.390], [-0.005, 0.526, -0.295], [-0.119, 0.583, -0.370], [0.027, -0.772, 0.263], [-0.106, -0.234, -0.052], [0.708, -0.614, -0.653], [0.271, 0.297, 0.608], [0.191, 0.229, -0.342], [-0.389, 0.693, -0.744], [0.008, -1.130, 0.931], [-0.732, 0.185, -0.535], [-0.538, -0.498, 0.224], [0.357, 0.236, 0.718], [-0.041, 0.152, 0.005], [-0.316, -0.252, -0.006], [-0.411, -0.556, -0.467], [-0.003, -0.255, 0.008], [0.349, -0.017, -0.405], [-0.071, 0.108, -0.462], [-0.350, 0.486, 0.103], [-0.477, -0.100, 0.577], [0.469, -0.448, 0.517], [0.207, 0.186, -0.303], [0.749, 0.247, 0.494], [0.055, -0.358, 0.271], [0.276, 0.041, 0.081], [-0.257, 0.141, -0.355], [-0.238, 0.080, 0.273], [-0.030, 0.256, 0.573], [0.729, 0.983, -0.199], [0.213, -0.093, -0.040], [-0.088, -0.418, -0.273], [-0.173, 0.523, 0.725], [0.267, 0.108, 0.430], [0.332, 0.297, 0.101], [0.791, -0.138, 0.270], [-0.002, 0.098, -0.456], [0.068, 0.592, 0.016], [-0.411, -0.136, 0.089], [0.350, 0.206, -0.170], [-0.335, 0.011, 0.108], [-0.449, -1.642, -1.591], [-0.031, 0.258, 0.486], [0.186, 1.100, 0.654], [0.370, -0.560, 0.096], [0.040, 0.029, -0.167], [-0.220, 0.222, 0.133], [-0.266, 0.171, -0.547], [-0.218, 0.288, 0.079], [-0.078, -0.232, -0.087], [-0.098, -0.042, 0.237], [0.031, -0.103, -0.261], [0.176, 0.046, -0.258], [0.094, -0.046, -0.027], [-0.614, -0.113, -0.472], [0.338, -0.649, 0.471], [0.571, 0.522, -0.113], [0.352, -0.308, 0.379], [-0.141, -0.566, 0.388], [1.162, 0.230, 0.571], [-0.823, 0.317, -0.882], [-0.555, 0.679, -0.269], [1.157, -2.911, 1.341], [-0.267, 1.831, -0.226], [-0.194, 0.067, -0.076], [0.113, -0.118, 0.058], [0.148, 0.048, -0.064], [-0.293, -0.055, -0.266], [-0.054, 0.112, -0.234]]}

No. 2
{"formula": "C30H61N3O9P", "method": "ωB97M-V with the def2-TZVPD basis set", "total_charge": 1, "largest_force_ev_per_a": 1.26, "relative_energy_kcal_mol": 9.8, "elements": ["C", "N", "C", "C", "C", "N", "C", "C", "P", "O", "O", "O", "N", "H", "H", "H", "H", "H", "H", "H", "H", "H", "H", "H", "H", "H", "C", "C", "C", "O", "C", "H", "H", "H", "H", "H", "H", "H", "H", "C", "C", "C", "O", "C", "H", "H", "H", "H", "H", "H", "H", "H", "C", "C", "C", "O", "C", "H", "H", "H", "H", "H", "H", "H", "H", "C", "C", "C", "O", "C", "H", "H", "H", "H", "H", "H", "H", "H", "C", "C", "C", "O", "C", "H", "H", "H", "H", "H", "H", "H", "H", "C", "C", "C", "O", "C", "H", "H", "H", "H", "H", "H", "H", "H"], "xyz": [[-1.2726, -1.3973, 0.2249], [-1.1662, -0.1362, -0.5417], [-1.7546, 0.9948, 0.1514], [-3.2477, 0.8713, 0.2364], [-4.1559, 1.8480, 0.3696], [-5.4047, 1.2656, 0.3767], [-5.2704, -0.0447, 0.2554], [-6.3574, -1.0730, 0.1984], [-5.9030, -2.5666, -0.7784], [-4.7525, -2.3120, -1.6463], [-5.6447, -3.7446, 0.2535], [-7.1480, -2.9480, -1.6889], [-3.9782, -0.2953, 0.1898], [-1.7170, -1.1948, 1.2015], [-0.3180, -1.9164, 0.2916], [-1.9782, -2.0535, -0.3066], [-0.1897, 0.0853, -0.6946], [-1.5819, 1.8895, -0.4562], [-1.3233, 1.2077, 1.1436], [-3.8577, 2.8809, 0.4559], [-6.2611, 1.7908, 0.4697], [-6.7218, -1.3260, 1.1992], [-7.2102, -0.6086, -0.3102], [-4.8359, -3.5394, 0.7481], [-7.0019, -2.4184, -2.4893], [-3.6244, -1.2413, 0.1115], [4.0315, -3.4181, 0.0304], [3.5958, -3.2119, 1.4722], [3.2609, -1.7279, 1.4903], [2.8013, -1.3944, 0.1717], [3.0913, -2.4862, -0.7144], [3.9603, -4.4512, -0.3054], [5.0655, -3.0876, -0.0975], [2.7023, -3.8016, 1.6746], [4.3561, -3.4831, 2.2038], [4.1470, -1.1212, 1.7044], [2.4866, -1.4786, 2.2186], [2.1468, -2.9874, -0.9560], [3.5243, -2.0989, -1.6374], [3.3467, -0.0189, -3.6636], [3.6669, 0.9648, -2.5451], [4.6536, 1.8982, -3.2291], [4.2998, 1.9272, -4.6150], [3.3584, 0.8854, -4.8874], [2.3998, -0.5418, -3.5302], [4.1419, -0.7650, -3.7406], [2.7644, 1.5139, -2.2630], [4.0727, 0.4972, -1.6488], [5.6787, 1.5201, -3.1487], [4.6250, 2.9112, -2.8243], [2.3776, 1.3463, -5.0494], [3.6491, 0.3611, -5.7982], [-3.7019, -3.6492, 4.6316], [-3.7641, -2.1294, 4.7084], [-2.7383, -1.7215, 3.6624], [-2.7435, -2.7489, 2.6563], [-3.4851, -3.8798, 3.1458], [-4.5932, -4.1456, 5.0109], [-2.8417, -4.0144, 5.1958], [-4.7593, -1.7825, 4.4157], [-3.5427, -1.7297, 5.6960], [-1.7326, -1.6711, 4.0893], [-2.9675, -0.7578, 3.2007], [-4.4427, -3.9220, 2.6121], [-2.9312, -4.7944, 2.9362], [6.0845, 6.3791, -4.3700], [6.9340, 5.1677, -4.0116], [7.5141, 5.5789, -2.6670], [6.5432, 6.4296, -2.0474], [5.5478, 6.7936, -3.0083], [5.2960, 6.1663, -5.0905], [6.7176, 7.1693, -4.7808], [6.2957, 4.2893, -3.8921], [7.6988, 4.9333, -4.7505], [8.4391, 6.1518, -2.7911], [7.7193, 4.7272, -2.0169], [4.6259, 6.2528, -2.7647], [5.3501, 7.8641, -2.9394], [-4.9016, 7.7905, -0.4149], [-3.5576, 7.3696, 0.1654], [-3.7943, 5.8978, 0.4618], [-4.7388, 5.4270, -0.5088], [-5.3056, 6.5528, -1.1992], [-4.8520, 8.6851, -1.0326], [-5.6147, 7.9724, 0.3926], [-2.7758, 7.4788, -0.5894], [-3.2612, 7.9371, 1.0458], [-4.2336, 5.7578, 1.4562], [-2.8788, 5.3042, 0.3984], [-4.8927, 6.5719, -2.2123], [-6.3866, 6.4304, -1.2678], [1.5079, -8.0500, 2.8142], [1.8224, -7.0576, 3.9250], [2.8158, -6.1301, 3.2424], [2.4707, -6.1098, 1.8505], [1.5279, -7.1560, 1.5843], [0.5604, -8.5710, 2.9445], [2.3015, -8.7974, 2.7474], [0.9189, -6.5051, 4.1967], [2.2230, -7.5182, 4.8266], [3.8395, -6.5073, 3.3329], [2.7846, -5.1146, 3.6397], [0.5484, -6.6951, 1.4123], [1.8234, -7.6892, 0.6803]], "forces_ev_per_angstrom": [[-0.558, 0.371, -0.632], [0.312, -0.044, 0.423], [-0.039, 0.140, -0.451], [0.341, -0.422, 0.236], [0.678, 0.635, 0.027], [-0.062, 1.025, 0.119], [-0.457, -0.823, 0.071], [-0.449, 0.406, -0.055], [0.730, -0.284, -0.991], [0.655, 0.665, 0.262], [-0.899, 0.366, -0.055], [-0.157, 0.057, 1.176], [0.345, -0.479, 0.094], [0.508, -0.248, 0.191], [-0.053, 0.097, 0.202], [0.293, -0.197, 0.080], [-0.036, -0.129, -0.143], [0.086, -0.061, 0.107], [-0.161, -0.237, 0.034], [-0.929, 0.218, -0.078], [-0.090, -0.198, -0.086], [0.153, -0.084, -0.053], [0.036, -0.131, 0.024], [0.057, -0.344, 0.030], [-0.207, -0.343, -0.255], [0.239, 0.185, -0.386], [0.218, 0.057, -0.030], [-0.222, 0.056, 0.084], [0.229, 0.140, -0.016], [-0.033, -0.137, 0.039], [-0.189, -0.028, -0.054], [-0.055, 0.001, 0.041], [-0.014, -0.009, -0.033], [0.024, -0.022, -0.027], [0.015, 0.027, -0.017], [-0.017, -0.003, 0.067], [-0.036, 0.053, -0.062], [0.045, -0.060, -0.063], [-0.048, 0.088, 0.022], [0.110, -0.108, 0.002], [-0.109, 0.059, 0.062], [0.174, -0.043, -0.070], [-0.069, -0.085, 0.111], [-0.111, 0.144, -0.024], [-0.003, 0.014, -0.023], [-0.024, -0.006, -0.023], [0.019, 0.001, 0.019], [-0.020, -0.001, -0.003], [0.002, 0.021, 0.100], [0.005, 0.023, -0.069], [-0.039, -0.085, -0.022], [0.049, 0.071, -0.018], [0.110, -0.040, 0.096], [-0.174, 0.058, -0.112], [0.195, -0.023, 0.091], [-0.381, -0.017, 0.058], [0.045, 0.004, -0.070], [0.001, 0.007, -0.019], [-0.017, -0.034, -0.023], [0.010, 0.020, 0.034], [0.019, -0.005, -0.014], [-0.017, 0.063, 0.016], [0.029, -0.026, -0.062], [-0.072, -0.110, 0.150], [0.037, 0.052, -0.091], [0.098, 0.147, -0.070], [-0.093, -0.176, 0.019], [0.112, 0.167, 0.002], [-0.023, -0.056, -0.132], [-0.092, -0.114, 0.103], [-0.005, -0.024, 0.026], [-0.029, 0.007, 0.002], [0.027, -0.009, -0.041], [0.007, 0.016, 0.015], [0.040, -0.070, -0.023], [-0.037, 0.048, 0.065], [-0.049, 0.044, -0.071], [0.037, -0.004, 0.081], [-0.138, -0.015, 0.177], [0.157, 0.031, -0.145], [-0.154, -0.073, 0.145], [0.059, 0.015, 0.113], [0.061, -0.006, -0.232], [0.015, -0.024, -0.017], [-0.006, 0.022, -0.029], [0.011, -0.007, 0.031], [-0.021, -0.022, 0.009], [0.088, 0.049, 0.047], [-0.029, -0.031, -0.056], [-0.040, 0.044, -0.011], [0.016, -0.096, 0.029], [0.132, -0.128, -0.017], [-0.154, 0.099, 0.040], [0.186, -0.071, -0.061], [-0.132, -0.213, 0.175], [-0.108, 0.125, -0.061], [-0.001, 0.017, -0.012], [-0.026, -0.006, -0.013], [0.022, 0.002, 0.023], [0.021, 0.005, -0.018], [-0.002, 0.019, 0.083], [0.014, 0.023, -0.072], [-0.034, -0.075, -0.021], [0.047, 0.077, -0.022]]}

No. 3
{"formula": "C4H11NO2", "method": "ωB97M-V with the def2-TZVPD basis set", "smiles": "CCCC(N)=O.O", "total_charge": 0, "largest_force_ev_per_a": 2.14, "relative_energy_kcal_mol": 15.6, "elements": ["C", "C", "C", "C", "N", "O", "H", "H", "H", "H", "H", "H", "H", "H", "H", "O", "H", "H"], "xyz": [[2.5748, -0.0458, -0.5336], [1.3020, -0.5641, -1.1987], [0.1608, 0.4325, -1.3608], [-0.9042, 0.3531, -0.3052], [-1.0215, 1.4202, 0.5323], [-1.6868, -0.5770, -0.2054], [2.4661, 0.0668, 0.5402], [2.8518, 0.9065, -0.9830], [3.3280, -0.7892, -0.7107], [1.3772, -1.2496, -2.0441], [0.9710, -1.3860, -0.5624], [0.5959, 1.4405, -1.3755], [-0.2883, 0.4381, -2.3458], [-0.3940, 2.2048, 0.5994], [-1.8587, 1.5160, 1.0626], [-0.7144, -1.0079, 2.3526], [-1.6544, -0.9388, 2.1239], [-0.8061, -0.9461, 3.3158]], "forces_ev_per_angstrom": [[-0.547, 0.053, -0.963], [-0.928, -1.708, 0.895], [0.965, 1.086, -0.109], [-0.713, 0.108, 0.187], [0.307, 0.695, -0.131], [0.147, 0.003, -0.295], [-0.199, 0.132, 0.097], [0.356, 0.036, 0.082], [0.736, -0.130, 0.005], [0.869, 0.949, -0.841], [-0.520, 0.229, 0.725], [0.040, -0.001, 0.394], [-0.451, -0.687, -0.136], [0.121, -0.293, -0.428], [-0.341, -0.310, 0.376], [-0.773, 0.068, 1.045], [0.330, -0.133, -0.797], [0.601, -0.097, -0.108]]}

Which formula does entry 2 have? C30H61N3O9P